No. 1
DFT (ωB97M-V/def2-TZVPD) results for a 2-piece molecular cluster, ClFH2Si overall in a non-equilibrium geometry.

## Properties
total charge = 0
maximum force = 1.5 eV/Å
energy relative to the best compared isomer or geometry (same formula, charge and spin) = 312.62 kJ/mol
HOMO-LUMO gap = 8.587 eV
2S+1 = 1

Each line ends with the Mulliken charge.
Atoms and positions in Å:
Cl: 0.5378 3.1741 1.2499  -0.253
Si: 0.4871 -1.7211 -1.4853  0.297
F: -0.0770 -3.2662 -1.2879  -0.239
H: -0.1037 3.1230 2.4072  0.254
H: -0.8442 -1.3099 -0.8839  -0.059


No. 2
DFT (ωB97M-V/def2-TZVPD) results for one molecule with the formula ClFHOPS in a non-equilibrium geometry.

## Properties
total charge = 0
maximum force = 6.1 eV/Å
energy relative to the best compared isomer or geometry (same formula, charge and spin) = 358.01 kJ/mol
HOMO-LUMO gap = 7.094 eV
2S+1 = 1

Each line ends with the Mulliken charge.
Atoms and positions in Å:
Cl: 1.4107 -0.8584 0.3868  0.017
S: 0.2645 -2.2824 0.2778  -0.407
P: 0.1790 1.0261 -0.6735  0.579
F: 0.6176 2.2054 0.3191  -0.194
O: -1.1419 0.4415 -0.0921  -0.297
H: -1.3298 -0.5323 -0.2181  0.302


No. 3
DFT (ωB97M-V/def2-TZVPD) results for one molecule with the formula ClFI2Si in a non-equilibrium geometry.

## Properties
total charge = 0
maximum force = 3.6 eV/Å
SMILES string = F[Si](Cl)(I)I
energy relative to the best compared isomer or geometry (same formula, charge and spin) = 0.00 kJ/mol
HOMO-LUMO gap = 7.681 eV
2S+1 = 1

Each line ends with the Mulliken charge.
Atoms and positions in Å:
I: -1.5281 1.3032 -1.3558  0.073
I: -0.8435 -2.6229 0.4764  -0.199
Cl: 0.7266 1.0360 1.6978  -0.090
Si: 0.1641 0.2341 0.0259  0.372
F: 1.4809 0.0496 -0.8443  -0.157